# 1
The following is a DFT calculation (wB97M-V/def2-TZVPD) of 10 unconnected molecules or ions with the total composition C33H67N9O11 in a non-equilibrium geometry.

```
120
Properties=species:S:1:pos:R:3:lowdin_charge:R:1
O -4.90366 1.65974 22.24857 0.020
N -12.27932 0.99878 17.96363 0.038
H -9.90081 2.63465 23.47310 0.062
C -3.89718 -3.60264 16.75387 0.005
H -10.75409 3.58852 18.06054 0.100
N -3.91677 -1.75413 18.41823 0.012
H -2.77467 -3.75992 16.82809 0.105
C -8.30387 -3.90778 23.93591 -0.091
C -12.61324 -0.39237 21.25513 -0.006
C -11.41349 3.14429 18.79509 0.019
H -4.24348 -3.74633 15.75236 0.071
H -5.14389 -0.67465 19.55671 0.050
O -7.02947 -2.51594 18.82831 0.014
C -10.61107 6.57397 21.10594 -0.050
H -6.38912 1.97537 20.24732 0.083
H -5.32222 3.43147 19.85543 0.089
H -5.66717 -1.05779 23.55812 0.062
N -11.44982 -2.57999 21.29462 -0.001
H -12.06359 -4.57524 21.50893 0.078
H -8.48528 -1.33038 15.44630 0.089
C -15.17401 2.72555 25.66394 -0.429
H -7.97492 -4.81630 23.45223 0.087
N -7.42163 -1.04137 17.21257 0.029
H -10.41008 5.29925 23.95011 0.081
H -7.94432 -1.42497 21.14286 0.082
H -7.99699 -0.03351 20.02832 0.074
N -9.57268 1.21247 21.84705 0.021
H -11.53060 -0.70655 16.99645 0.053
H -16.20873 1.39826 24.18987 0.134
O -13.07523 4.10836 22.48365 0.034
H -11.16911 3.43873 19.77935 0.055
H -11.42597 7.15280 20.68245 0.092
H -10.99837 8.00174 27.99380 0.071
H -10.65191 6.55693 28.82963 0.096
C -11.30795 -4.00444 20.96895 -0.099
H -9.13503 0.02863 16.46728 0.070
H -6.43765 -0.95544 17.13054 0.058
H -6.50240 7.63349 22.46005 0.095
N -9.76962 6.10452 25.78629 0.027
O -8.60189 -0.13311 23.32166 0.009
H -10.62243 -2.15209 21.79409 0.140
C -10.59424 6.19320 26.82159 -0.552
C -7.84219 -0.34128 21.07020 0.008
H -9.85289 -1.40625 18.65127 0.051
N -7.36766 -2.86929 23.68846 0.011
H -7.68560 -1.90948 23.64729 0.077
C -12.67077 -1.87977 21.11996 -0.511
H -10.60210 5.58161 20.71431 0.058
H -4.20340 -2.17500 23.64551 0.080
H -4.24079 -4.34697 17.44727 0.071
H -9.69259 1.38074 20.83630 0.101
C -6.05682 -3.10510 24.02613 -0.555
H -8.90356 4.72420 24.50597 0.061
C -15.34068 2.07067 24.29873 0.041
H -10.29790 4.12202 25.33522 0.088
H -6.34214 1.99594 24.50304 0.090
O -13.68763 -2.52783 20.87128 0.034
C -6.22851 3.09033 20.40039 -0.071
C -4.34114 -0.48387 18.89712 -0.076
H -12.78578 -0.13801 22.27931 0.079
C -5.54410 2.60935 22.67392 -0.540
C -4.26977 -2.18619 17.15058 -0.514
H -5.06570 -1.67653 25.08584 0.079
C -13.59568 4.41714 24.73096 0.021
H -3.60922 0.10008 19.50186 0.104
H -13.88476 4.04412 26.78666 0.140
C -9.86727 5.00627 24.89174 -0.095
C -8.22583 -0.50109 16.12227 -0.063
C -7.86177 -1.96017 18.10700 -0.555
O -8.13260 5.66623 22.12296 0.017
H -6.40611 7.37691 20.73060 0.101
H -8.87774 6.56397 25.70215 0.142
H -10.69523 1.14209 23.55850 0.097
C -12.22076 -0.46301 17.75057 -0.045
C -11.28236 1.69308 18.54064 -0.528
C -10.37591 7.14222 27.94481 0.005
H -14.65305 2.10900 22.31980 0.117
H -9.71493 -2.42644 17.23353 0.077
H -9.32630 7.49489 27.95630 0.087
O -5.60588 -4.17330 24.37604 0.043
C -5.16009 -1.89429 24.04293 0.012
C -13.76085 3.74115 23.46109 -0.378
H -9.24750 -3.58417 23.44107 0.074
H -9.35223 8.17168 20.64838 0.125
H -6.31506 3.83887 24.32107 0.078
C -8.20215 6.77239 21.59087 -0.546
H -13.31343 0.11258 20.59213 0.087
H -4.72094 0.04551 18.04569 0.075
C -9.30702 -2.24161 18.21524 -0.006
N -9.31392 7.21570 20.95061 0.020
O -10.21561 1.10003 18.82961 -0.013
C -8.69831 0.22758 22.15178 -0.540
H -9.45077 -3.14381 18.84990 0.091
C -14.14124 3.74635 25.73796 0.026
N -6.27513 3.42254 21.83087 0.012
H -12.43069 3.47188 18.63518 0.082
H -7.08000 3.64419 20.02671 0.065
H -13.21435 1.41959 17.88377 0.147
C -10.36118 1.91083 22.80755 -0.078
H -4.92162 3.04724 24.75862 0.058
H -6.83434 4.21725 22.11861 0.069
O -11.57810 5.44928 26.86206 0.010
C -7.07874 7.72095 21.53251 0.000
C -5.77001 2.86601 24.15146 0.006
H -3.50434 -2.47388 18.99019 0.137
O -4.78033 -1.39598 16.36547 -0.004
C -14.59747 2.54157 23.31787 -0.010
O -15.77860 2.33439 26.57478 0.161
H -10.82168 6.41435 22.17250 0.072
H -11.93066 -1.10851 18.56956 0.058
H -10.35372 -4.44735 21.27107 0.075
H -8.60224 -4.07079 24.93470 0.070
H -11.43065 -4.18731 19.87964 0.084
H -12.79721 5.14610 24.83566 0.104
H -13.23679 -0.77255 17.45412 0.104
H -7.36979 8.75062 21.26076 0.089
H -11.35041 2.29695 22.42865 0.080
H -6.81061 -0.09794 21.35662 0.077
H -11.65521 -0.05092 21.00466 0.032
H -7.53376 0.22708 15.69906 0.089
```

The value obtained for the total energy is -2618.1311 a.u. The calculation puts the HOMO-LUMO gap at 7.2572 eV. As for the SMILES: O=C1C=CC(=O)C=C1.CNC(C)=O.CNC(C)=O.CNC(C)=O.CNC(C)=O.CNC(C)=O.CNC(C)=O.CNC(C)=O.CNC(C)=O.CNC(C)=O. The HOMO energy is -8.67 eV. The calculation puts the LUMO energy at -1.41 eV.

=====

# 2
The following is a DFT calculation (wB97M-V/def2-TZVPD) of 4 unconnected molecules or ions with the total composition C33H67NO9.

```
110
Properties=species:S:1:pos:R:3:lowdin_charge:R:1
C 3.51667 1.80996 2.67333 -0.368
C -6.87426 -3.29096 -5.60016 -0.208
H -9.75069 -2.15512 -4.51665 0.091
H 9.90206 1.70086 1.47818 0.089
O 4.06113 2.92255 3.29593 0.142
H 6.71976 -4.26839 3.47694 0.125
C 2.78695 2.25887 1.44740 -0.045
H 3.59970 -2.74898 3.03227 0.085
H -8.11711 -2.83468 -1.05693 0.108
H 7.32654 5.42485 3.76632 0.127
H 6.73795 -2.54186 5.99577 0.127
C 0.21744 -1.73658 -0.11333 -0.215
H 10.28794 4.62194 1.84152 0.082
H -8.60607 -0.55004 -0.36558 0.122
H -9.08143 -2.52457 1.22371 0.107
O 7.22431 -1.72326 4.15773 -0.191
H 1.22756 5.52684 -1.92319 0.116
H -7.64878 -2.04275 2.10835 0.108
H -8.91811 -1.72846 -7.32445 0.083
H -6.64280 -2.87169 -0.11732 0.110
N 2.21988 4.64589 -3.51945 -0.013
H -0.30338 0.34454 0.03140 0.102
H -6.48253 -2.15049 -7.37533 0.127
H -0.62296 -0.56654 1.48401 0.110
C -7.84062 -1.11676 0.17936 -0.237
C 3.04235 3.56061 1.29425 -0.062
H 6.29197 0.00314 3.64005 0.074
C 3.87937 3.99418 2.45486 -0.410
H -4.81774 -1.49344 0.21991 0.099
C 0.10922 -0.43248 0.68328 -0.197
O -7.97487 -3.53466 -7.75504 -0.188
H 3.54233 3.60241 -1.47018 0.127
H -9.52873 -0.96268 3.22353 0.066
O -7.81240 -2.38152 -5.05530 -0.207
H 6.50569 3.65700 2.35022 0.100
H -7.05398 -0.39905 0.43406 0.104
H 1.14659 1.89859 0.18715 0.109
C -1.97361 -1.94765 -1.40797 -0.211
C -5.42219 -0.69591 -1.68359 -0.216
C 2.68972 4.56539 0.24883 -0.123
H -10.21297 -0.42581 1.69387 0.071
H 1.75979 5.06698 0.54361 0.141
H -3.55213 -3.18770 -0.63355 0.109
C 2.58294 4.04570 -1.18132 -0.204
H 7.48473 2.96670 3.65511 0.131
H -0.92833 -3.54416 -0.40471 0.111
C -8.76614 -2.42999 -8.14837 -0.111
C -1.11180 -2.47666 -0.25741 -0.219
H -6.05930 -2.60527 -2.42541 0.098
H 1.32502 0.24732 2.34412 0.109
C -9.06035 -2.96723 -4.73944 -0.108
C 7.52072 3.56810 2.74043 -0.198
C 2.23263 5.16190 -2.15149 -0.306
H -9.73022 -2.82214 -8.46743 0.089
C 4.59125 -3.19598 2.97976 -0.110
H 1.98790 5.38439 -4.17334 0.064
O 4.38042 5.04745 2.66844 0.173
H -1.57831 -2.33005 -2.35269 0.109
H -3.85066 -2.61354 -2.25068 0.097
H -5.89784 -3.06379 -5.15993 0.122
C 10.35023 5.24294 2.73881 -0.116
H 3.14978 4.33057 -3.77563 0.065
C -8.44990 -1.66331 1.46604 -0.278
H 8.01987 5.56692 2.14401 0.129
H -9.45337 -3.55465 -5.57280 0.085
O 4.94256 -3.58789 4.29336 -0.188
C -6.51554 -1.72909 -1.95135 -0.214
C -6.77022 -3.17260 -7.10532 -0.207
H 0.58169 -1.49907 -1.12065 0.117
O 9.30706 4.95601 3.64761 -0.187
H 4.55808 -4.06234 2.30906 0.088
C 1.44116 0.06394 1.27615 -0.179
C 7.14461 -2.83970 5.02280 -0.210
C 6.30191 -3.95731 4.44110 -0.207
C 9.24117 1.99939 2.29050 -0.104
H -7.13655 -4.31906 -5.32745 0.129
H 3.45929 5.34125 0.29194 0.125
C -7.28070 -2.21294 -0.71871 -0.218
H 8.73849 1.10756 2.68105 0.082
H 9.83527 2.44921 3.08983 0.085
H 2.60005 1.05549 -0.27437 0.138
H 6.66138 -0.13127 5.37264 0.092
C 6.32240 -0.67980 4.48655 -0.112
C -3.46316 -2.30626 -1.27577 -0.197
H 1.82519 3.26829 -1.27301 0.099
H -7.21238 -1.33299 -2.69373 0.103
H 8.16183 -3.21021 5.18086 0.124
C 8.01742 4.96162 3.05747 -0.198
H -8.73476 0.32022 2.30702 0.071
H 5.31453 -1.05614 4.66526 0.079
H -8.30660 -1.89758 -8.98836 0.088
H 2.18582 -0.73049 1.19300 0.105
C -9.27544 -0.62515 2.21779 -0.121
O 3.69600 0.72260 3.11120 0.175
H 5.29002 -2.45998 2.57599 0.084
H 10.33371 6.29776 2.44140 0.088
H 0.96814 -2.38589 0.34487 0.105
H -4.95166 -0.43693 -2.63883 0.114
H 2.92318 6.00498 -2.00700 0.112
C 1.98546 1.32749 0.58979 -0.117
O 8.30747 2.91889 1.75450 -0.186
H -1.67675 -2.39251 0.67846 0.110
H -5.98590 -3.84873 -7.45812 0.126
H -8.97780 -3.61203 -3.85684 0.087
H -3.70786 -0.31957 -0.44823 0.105
H 11.28966 5.03867 3.25013 0.088
H -5.86658 0.23047 -1.30912 0.102
H 6.33716 -4.81641 5.11757 0.124
H -1.86334 -0.85835 -1.45391 0.102
C -4.34230 -1.17136 -0.71097 -0.204
```

The value obtained for the total energy is -2029.3818 a.u. The calculation puts the HOMO-LUMO gap at 8.3694 eV. As for the SMILES: CCCCCCCCCCCCCCC1=C(CCCN)C(=O)OC1=O.COCCOC.COCCOC.COCCOC. The HOMO energy is -9.00 eV. The calculation puts the LUMO energy at -0.63 eV.